ORCA calculation (ωB97M-V with the def2-TZVPD basis set) on a 10-piece molecular cluster, C60H150N10O20 overall.

Properties
HOMO level ... -7.9 eV
SMILES string ... COCCNCCOC.COCCNCCOC.COCCNCCOC.COCCNCCOC.COCCNCCOC.COCCNCCOC.COCCNCCOC.COCCNCCOC.COCCNCCOC.COCCNCCOC
ΔE to the lowest compared entry with this formula, charge and spin ... 5.7530 eV
Frontier orbital gap ... 8.44 eV
E_LUMO ... 0.54 eV

```
240
Properties=species:S:1:pos:R:3:forces:R:3
N 8.628 5.053 2.889 1.08 -0.49 -0.59
C -4.265 -1.926 3.983 -0.70 1.06 0.17
H -5.797 -0.187 -1.305 -0.72 -0.34 0.29
H 2.324 3.943 -6.011 0.11 -0.02 0.47
C -2.440 -3.995 -1.520 0.60 -0.10 2.03
C 7.489 4.383 3.479 -1.16 1.45 -1.37
O -5.320 2.202 1.349 0.28 -1.28 -0.09
C 3.894 -1.585 0.600 -0.17 -0.79 0.11
H -6.786 -2.191 0.185 -0.07 0.08 0.62
H -5.213 -6.258 -1.640 -0.09 -0.09 -0.14
H 3.395 -5.785 -2.577 -0.50 -0.78 0.11
C 4.619 -2.454 -10.052 0.34 -0.12 0.70
N 2.137 2.218 -7.145 -1.00 1.93 0.37
H 2.345 -3.774 -6.620 -0.06 0.01 0.15
H -0.469 4.330 7.265 -0.20 0.17 -0.49
O 0.728 0.028 -1.389 0.64 -2.45 -0.40
H 2.546 1.505 -9.765 0.10 -0.41 -0.08
H 4.246 3.354 -12.356 0.21 0.51 0.40
H 1.900 6.019 11.314 -0.06 -0.11 -0.15
H 0.260 2.493 -5.242 -0.57 0.12 0.38
H -1.061 -0.016 5.651 -0.72 -0.21 0.10
H 9.886 3.355 3.109 0.19 -0.22 -0.20
H 3.569 -5.021 0.968 -0.05 0.63 -0.40
H -0.589 -1.687 -1.757 0.34 0.42 -0.82
H 1.818 3.016 -9.443 0.19 0.77 -0.18
H 0.329 4.109 -1.986 0.35 0.41 -0.30
H -4.213 -6.813 -0.280 0.02 0.14 0.03
H -8.388 -0.656 2.638 0.47 0.39 -0.02
H 0.777 -1.979 -5.719 -0.36 0.27 0.01
H 2.682 4.078 -11.839 -0.01 0.01 0.05
H 2.445 -1.605 -5.422 0.26 0.39 -0.40
C -4.666 1.027 1.860 -0.21 0.69 0.30
O -10.532 5.813 2.360 0.50 0.20 0.27
H -12.480 5.796 2.915 -0.49 0.03 -0.40
C 0.348 3.519 5.350 -0.31 0.75 0.14
H 4.965 -3.064 -10.887 -0.74 -0.35 -0.52
H 1.449 1.562 -4.295 -0.08 -0.13 0.18
H -0.081 -4.266 -1.715 0.46 -0.18 0.93
H -11.559 6.941 3.767 0.49 0.04 0.40
H 0.736 4.964 12.131 0.11 -0.50 -0.02
H -2.962 -4.925 -1.747 -0.20 0.15 0.40
H -6.237 -2.837 4.510 0.17 -0.31 -0.15
H 5.195 -4.902 0.126 0.04 0.47 0.59
C 1.218 2.537 -4.725 1.08 0.79 -1.29
H 13.820 5.379 3.893 0.13 0.30 -0.17
C -7.203 3.546 1.174 -1.54 -0.63 -0.06
H -5.114 -2.559 0.679 0.09 -0.18 0.41
H 3.008 1.883 1.903 -0.59 0.41 -0.06
H -0.123 -1.145 -8.080 0.24 -0.43 0.18
O 5.973 4.262 1.486 0.41 0.13 0.09
H 8.607 4.794 1.913 0.07 0.34 -0.49
H 1.705 -5.098 -3.805 0.08 -0.09 -0.22
H -2.967 -7.494 -2.892 0.03 0.23 0.17
O 3.788 3.053 -10.342 -0.79 0.17 -0.97
C 0.711 -4.983 -3.374 0.12 -0.60 -0.67
H 5.589 -2.280 -9.587 -0.03 0.59 0.70
H 5.187 -1.188 -12.147 -0.35 0.29 -0.82
H -8.170 -0.459 4.407 0.70 0.64 0.05
C 4.838 -0.478 -11.396 0.38 -1.05 0.40
H -9.110 4.404 0.940 0.24 -0.10 -0.75
N -5.542 -2.321 -1.366 1.01 1.04 -1.44
H 0.211 0.635 3.711 0.52 -0.62 0.10
H -1.927 0.341 -1.281 0.15 0.33 0.07
H 4.300 0.399 -11.756 -0.12 -0.40 -0.11
H 1.575 -5.033 -0.136 0.07 0.38 -0.04
H 2.030 -4.448 2.314 -0.37 -0.98 0.49
H -3.614 0.930 1.592 -0.05 0.57 -0.63
O 1.265 4.473 10.107 -0.21 -0.03 0.49
C 3.643 -3.236 -9.101 -0.21 1.12 -0.95
C -1.244 -2.629 6.263 -1.02 0.78 -1.05
O 0.898 1.941 2.296 0.98 0.04 -0.41
H 4.025 1.677 -7.832 0.44 0.01 -0.31
H 4.042 -0.643 1.128 -0.36 0.03 0.21
H 0.043 -6.538 -4.693 -0.13 -0.09 -0.33
H -8.111 5.135 2.961 0.04 0.51 0.02
C -0.218 -0.983 -1.012 -1.97 1.51 1.52
H -5.071 -0.949 -3.587 -0.60 0.87 -0.33
H 4.101 5.220 1.258 0.45 0.75 0.22
H 11.116 5.398 2.217 0.36 0.65 -0.19
N -1.053 0.757 0.611 0.05 -0.29 -0.88
H -1.452 -8.129 -2.231 0.20 -0.06 0.03
H 1.723 3.552 7.792 0.05 0.42 -0.55
O -6.450 -1.184 3.257 -1.05 0.09 0.84
H 2.349 -1.619 2.973 -0.11 0.59 -0.53
H -0.036 -5.336 1.554 0.01 -0.47 0.21
H -0.173 3.239 10.841 -0.13 -0.45 0.10
H 1.172 -6.314 -1.206 0.38 -0.55 0.09
O -1.336 -6.268 -3.179 -1.46 -0.56 0.12
N 0.860 -4.448 -2.035 0.60 0.08 -1.01
H 0.167 6.053 10.893 -0.04 0.23 -0.07
H -0.075 -0.786 1.753 0.61 0.02 -0.37
C 11.128 5.088 3.262 -0.29 0.13 -0.68
C 4.394 -5.547 0.487 -0.26 0.19 -0.19
H 3.984 -4.235 -8.832 0.29 0.15 -0.05
C 0.734 3.242 -2.509 -0.22 0.13 -0.42
H 2.370 0.432 2.629 -0.18 0.25 0.89
C -6.283 -4.239 -0.091 0.84 1.01 1.37
C 0.266 -0.274 -7.554 0.10 -0.41 0.25
C 1.706 -1.702 -6.217 -0.44 -0.73 -1.25
C 9.811 4.389 3.446 -0.26 -0.23 1.26
H 3.842 3.431 -7.813 -0.41 0.12 0.48
H -1.867 -3.313 4.377 0.02 0.10 -0.45
C 3.361 3.233 -11.730 0.55 -0.57 1.09
C 13.432 4.739 3.102 0.19 -0.70 -0.25
H 1.483 1.885 9.437 0.45 0.43 -0.05
C -0.032 -6.336 -3.625 1.40 0.68 0.62
H 1.097 2.768 5.097 0.49 0.03 0.44
H -0.421 -0.021 -6.746 -0.26 0.20 -0.13
H 1.296 -3.128 -7.891 -0.57 -0.04 0.14
H 7.520 4.778 4.494 -0.72 -0.62 0.30
O 0.803 4.849 5.161 -0.17 0.82 0.04
H 4.507 4.161 0.016 0.27 -0.83 0.18
H 1.883 1.247 -7.032 0.92 0.16 -0.13
H -4.829 -2.952 -1.705 0.17 0.07 -0.33
N -3.479 -2.263 5.151 0.29 -0.96 0.53
H 13.375 5.218 2.125 -0.01 0.53 0.04
H -1.458 -1.284 -3.709 0.11 0.20 -0.34
C -1.894 -7.581 -3.064 -0.44 0.65 -0.11
O -5.047 -4.936 -0.042 -0.09 -1.49 -0.94
C -0.127 1.114 2.792 -0.52 -0.74 1.21
H -0.177 -2.676 6.044 0.17 -0.39 -0.27
H 4.042 3.632 1.751 -0.05 -0.69 -0.47
O -3.269 -1.236 -2.881 2.53 -0.15 -0.18
O -1.443 -1.574 7.172 0.40 1.30 -0.78
H 2.926 2.336 -12.169 -0.54 -0.25 0.41
H 1.746 6.195 3.821 -0.58 0.19 0.58
H 5.783 -0.141 -10.971 -0.07 0.21 0.72
C 0.645 2.370 8.938 0.01 1.38 0.29
O 4.013 -1.232 -10.504 0.20 -0.27 0.51
H 7.580 3.299 3.400 -0.15 -0.28 0.39
H -0.012 1.509 8.813 -0.83 0.55 0.27
C -4.435 -0.535 -2.804 -1.46 -1.23 1.81
C 6.168 4.840 2.760 0.77 -0.28 1.53
C 3.318 2.491 -7.988 -1.23 -1.09 -0.97
H -2.118 -3.228 1.078 -0.64 0.11 0.43
C -5.013 -0.931 -1.450 -1.33 -0.03 0.06
C -2.380 -0.719 -3.848 -0.26 -0.79 0.11
H -7.049 3.439 0.100 -0.34 0.05 -0.09
H 2.651 4.818 4.341 0.29 -0.33 -0.38
C 4.623 4.278 1.093 -0.62 0.74 0.39
H 3.852 -1.381 -0.470 -0.28 -0.05 0.16
H -1.228 0.375 7.442 -0.20 0.38 -0.57
C -8.764 4.272 2.830 -0.85 0.12 1.48
O 3.966 -6.265 -0.659 -1.18 0.14 -0.39
N 0.309 -3.288 1.959 -0.20 -0.68 0.86
H -2.051 -3.653 -2.479 0.76 0.07 0.39
C 1.646 5.136 4.060 0.27 -0.69 0.10
O 2.724 -2.335 0.983 -0.45 0.84 -0.09
C -6.673 2.226 1.786 0.59 1.84 -0.12
H 3.612 -4.443 -1.652 -0.06 0.47 0.65
H 3.550 -2.846 2.718 0.11 -0.25 0.57
H -6.800 -4.463 0.842 -0.44 -0.14 0.02
H -2.160 -0.899 -0.102 -0.19 -0.02 0.28
H 2.757 -3.312 -9.731 -0.39 -0.67 -0.23
H -3.968 -0.953 3.589 -0.18 0.70 0.15
H -6.717 2.235 2.875 0.15 0.12 0.33
H -1.800 -8.150 -3.989 0.31 -0.05 -0.13
C 2.789 2.521 -9.452 0.78 -0.48 0.08
C -0.602 -4.469 1.896 0.08 0.89 -1.86
N 1.029 2.845 7.596 -0.73 -0.69 0.82
H 11.227 5.924 3.954 -0.11 0.40 -0.21
H 1.370 -0.926 -3.084 -0.03 -0.29 -0.18
H -0.940 2.676 6.766 0.01 -0.17 0.64
C -0.870 -0.318 6.681 -0.04 -0.59 1.70
H -2.823 -0.912 -4.825 0.28 0.14 -0.41
H -2.206 0.349 -3.719 0.07 0.13 0.07
C 2.270 2.871 -5.822 0.44 -1.37 -0.34
H -11.986 7.367 2.186 0.43 -0.48 -0.77
H 6.141 5.929 2.721 0.16 0.20 -0.27
H -6.690 4.464 1.459 0.64 -0.28 0.39
H 1.349 -3.651 3.808 0.10 -0.04 -0.06
C 1.004 5.414 11.175 -0.04 -0.33 -1.05
C 0.162 3.585 9.863 0.47 -0.98 0.24
H 1.490 2.791 -1.866 -0.25 -0.44 0.09
C 2.086 -2.878 -7.182 1.08 1.34 -0.23
H -0.168 1.086 0.252 0.17 0.92 0.11
H 2.626 -0.062 -2.252 -0.03 0.24 0.24
H -4.334 0.547 -2.723 0.23 0.20 -0.74
C -5.128 -6.287 -0.553 0.12 0.96 0.35
C 1.524 -3.579 2.734 0.45 0.48 -1.65
H 0.215 -0.280 6.776 0.30 -0.50 0.07
H -10.310 4.870 4.287 -0.11 0.53 -0.02
C -1.782 -4.247 0.887 0.33 0.85 0.30
H -3.052 -3.197 -1.099 -0.28 -0.24 -0.24
H -1.678 -1.542 4.376 0.44 0.04 -0.20
O 1.327 3.579 -3.759 -0.41 -0.14 -0.12
H 9.617 4.333 4.517 0.07 -0.20 0.22
N 3.264 -2.415 -7.942 0.57 -0.31 -0.31
H 0.209 -4.244 -3.999 -0.14 0.19 0.02
O 1.569 -0.459 -6.967 -0.43 -1.43 0.25
C -10.240 4.703 3.212 2.05 -0.90 -1.65
H -0.450 3.273 4.649 -0.48 0.40 -0.06
H 4.734 -6.159 1.321 0.36 -0.69 -0.60
H 3.206 2.420 -5.492 0.57 0.94 0.88
C 1.643 -5.331 -1.182 0.39 -0.55 -0.09
C 3.179 -5.439 -1.566 -0.12 0.10 0.46
C -1.435 -0.162 -0.448 0.36 -1.45 -0.45
H -8.369 3.535 3.529 -0.37 -0.08 0.37
H -4.082 -2.504 3.077 0.01 -1.03 0.46
H 5.391 4.570 3.477 -0.57 -0.34 -0.20
H -5.944 -1.291 5.251 0.25 0.16 0.25
H 4.779 -2.201 0.762 0.17 -0.10 0.17
H -1.603 -3.546 6.731 0.11 0.04 0.07
H 2.014 0.656 1.046 -0.14 0.50 -0.67
H -0.677 4.144 9.450 -0.05 0.01 -0.36
C -11.665 6.506 2.773 -1.00 -0.04 1.28
H 0.300 0.501 -8.319 0.28 0.25 0.42
H 14.096 3.889 2.944 0.17 0.03 0.31
H -4.662 1.150 2.943 -0.21 -0.52 0.30
C 1.756 -0.698 -2.090 0.08 0.94 -0.67
N -8.648 3.713 1.514 0.20 -0.03 -0.47
C 2.122 1.250 1.953 -0.84 -1.01 0.15
H -5.977 -6.825 -0.132 -0.12 0.00 0.06
C -5.892 -2.764 -0.057 -1.40 0.24 -0.16
H -1.596 -0.402 2.261 -0.45 0.43 0.35
H -4.317 -0.679 -0.650 0.52 -0.23 0.01
H -2.575 -4.974 1.060 -0.09 -0.01 0.07
H 1.309 4.658 3.140 0.04 -0.33 -0.03
C -7.863 -1.017 3.523 0.23 -1.24 -0.35
H -7.288 1.373 1.501 0.13 -0.13 -0.59
C -0.122 3.395 6.825 1.70 -0.74 -0.91
H -5.197 0.128 1.547 -0.08 -0.07 0.23
C -2.053 -2.398 4.938 0.44 -0.92 0.45
C -5.778 -1.864 4.339 0.26 0.60 -0.96
H 0.736 -3.092 1.065 -0.69 -0.08 -0.72
C 2.566 -2.513 2.388 0.93 0.08 0.77
H -3.579 -1.598 5.905 -0.50 0.23 -0.04
H -8.322 -1.988 3.709 0.10 -0.48 -0.04
C -0.718 0.090 1.842 0.38 -0.40 0.17
H 0.129 -1.654 -0.226 0.63 0.26 0.13
H -0.144 2.625 -2.698 0.16 -0.52 0.32
H 2.079 -1.628 -1.624 -0.34 0.01 0.31
O -1.386 -4.235 -0.476 -0.07 -0.37 -1.47
O 12.192 4.200 3.460 -0.36 -0.70 0.16
H -6.941 -4.427 -0.940 0.30 -0.30 -0.26
H -1.034 -4.646 2.881 0.07 -0.05 -0.05
H -10.867 3.859 2.924 -0.40 -0.06 0.17
H 0.425 -7.176 -3.102 0.62 -0.06 0.02
H -0.962 1.675 3.213 0.14 0.97 -0.67
H 2.993 -1.578 -8.437 -0.11 0.71 0.61
```
Positions in Å, forces in eV/Å.